# C13H14ClF5OTbTe

A molecular structure, C13H14ClF5OTbTe in a non-equilibrium geometry (the ωB97M-V functional and the def2-TZVPD basis, the OMol25 dataset).

```
36
Properties=species:S:1:pos:R:3:forces:R:3:lowdin_charge:R:1
Tb -0.9706 -0.1393 -0.1333 -1.2087 1.0986 -0.6778 1.196
Te -4.5969 -0.3802 -1.4177 2.4637 -1.1044 0.4227 1.974
Cl -1.1131 2.0338 1.2788 -0.5146 -0.6411 0.7358 -0.131
F -4.1208 -0.4369 -3.3661 -0.8325 0.0598 1.9730 -0.460
F -5.0737 -0.3233 0.5306 0.1118 -0.0675 -1.7909 -0.477
F -5.4394 -2.1949 -1.5708 0.6471 2.1712 0.0901 -0.463
F -3.7549 1.4347 -1.2646 -1.3657 -1.5812 -0.1704 -0.486
F -6.3549 0.4740 -1.8724 1.5770 -1.0537 0.3998 -0.464
O -2.8233 -1.2422 -0.9587 -2.4134 1.2669 -0.3556 -0.815
C 1.3275 -1.7678 0.9690 0.5248 0.1136 -0.1401 -0.120
C 1.8425 1.2981 -0.9298 -0.4510 -0.5936 -0.6846 -0.365
C 3.1628 0.8213 -0.9874 0.3072 0.5766 0.8185 -0.091
C 3.8731 2.5826 0.5172 -0.1165 -0.1353 -0.0808 -0.132
C -1.1983 -2.3306 1.9369 -0.4521 -0.1007 0.3449 -0.117
C 2.5610 3.0607 0.5786 0.0380 -0.5581 -0.4727 -0.094
C 0.5424 -2.7170 0.3465 0.0936 -0.3545 -0.3698 -0.118
C 1.5475 2.4210 -0.1424 1.0260 0.5167 0.0773 -0.140
C 0.8500 -1.1014 2.0795 0.3595 0.3347 0.2918 -0.120
C -0.4107 -1.3883 2.5687 -0.1205 0.1044 0.4079 -0.128
C 4.1736 1.4638 -0.2650 -0.5352 0.0811 0.0643 -0.120
C 0.7452 0.6236 -1.6950 0.3217 -0.2294 -0.2027 -0.316
C -0.7227 -2.9961 0.8264 -0.1446 -0.4424 -0.3034 -0.127
H 0.5342 2.7998 -0.0873 0.3705 -0.0709 -0.2227 -0.001
H 5.1899 1.0943 -0.3116 0.0745 -0.0017 -0.0126 0.084
H -2.1852 -2.5515 2.3121 -0.1359 0.0310 -0.0069 0.125
H -1.3370 -3.7332 0.3351 -0.1261 -0.0029 -0.1027 0.121
H -1.9833 1.1817 -1.3677 0.4803 0.2549 -0.2385 -0.018
H 0.9216 -3.2454 -0.5134 0.0218 -0.0407 -0.1598 0.119
H 1.1221 -0.2522 -2.2650 0.0740 0.4429 0.0268 0.024
H 2.3292 3.9269 1.1847 -0.0335 0.0270 0.0186 0.095
H 2.3130 -1.5488 0.5892 0.0944 0.1204 -0.0632 0.112
H 0.2916 1.3419 -2.4100 -0.0032 -0.5273 0.4760 0.035
H 4.6564 3.0787 1.0756 0.0467 0.0128 0.0179 0.081
H -0.7730 -0.8846 3.4500 -0.0906 0.1682 0.0267 0.118
H 3.4105 -0.0445 -1.5890 -0.0997 -0.0056 -0.1240 0.095
H 1.4649 -0.3603 2.5675 0.0111 0.1302 -0.0131 0.124
```
Forces are in eV/Å.

Properties
2S+1: 7
Net charge: -1
Relative energy (zero: lowest compared OMol25 entry of this formula, charge and spin): 1.8 kJ/mol
LUMO energy (spin up / spin down): 0.42 / 0.51 eV